Entry 1:
92
Properties=species:S:1:pos:R:3:forces:R:3 method="wB97M-V/def2-TZVPD" e_lumo_ev=-4.775 charge=+1 multiplicity=1
Ag 1.489583 3.427358 -3.433193 0.5 -1.0 0.7
Ag -1.757087 1.356028 -3.736783 -0.1 -0.4 0.9
Ag -0.720447 3.003648 -0.613263 0.0 -0.2 0.0
O 0.461463 1.476138 -2.318343 -0.7 2.3 0.5
C 0.142783 0.312938 -1.603423 -0.3 -1.4 0.0
C 0.108403 0.128398 -0.005073 0.5 2.0 0.2
O -0.622887 1.033738 0.849107 0.1 -0.6 -1.5
H 0.902203 -0.375672 -1.973833 0.2 -0.8 0.5
H -0.789227 -0.077432 -2.012173 -0.6 -0.3 0.3
H 1.163223 0.194848 0.261457 0.6 0.2 0.2
H -0.150387 -0.888972 0.288327 -0.4 -0.5 -0.9
C 4.889103 2.552988 -1.009673 0.2 -1.5 -1.4
C 4.693843 1.414608 -2.090663 -0.6 0.6 3.2
C 4.269473 0.074138 -1.312313 1.5 0.5 -1.6
O 4.389443 -0.982402 -2.259163 0.2 0.7 -0.5
C 3.637173 -2.112912 -1.960663 -0.3 -0.3 0.7
N 3.576003 1.865328 -2.936853 -0.5 -1.1 -0.8
H 3.987043 2.554158 -0.397813 0.3 0.0 0.4
H 4.949613 3.511548 -1.525043 0.2 0.0 0.1
H 5.804193 2.314658 -0.467533 -0.2 0.4 0.4
H 5.603873 1.209688 -2.654543 -0.2 0.1 -0.1
H 3.263363 0.125578 -0.896153 -0.4 0.3 -0.1
H 4.956653 -0.143232 -0.494613 0.1 0.3 0.3
H 3.718503 -2.867742 -2.742783 -0.1 0.4 -0.2
H 2.613183 -1.783352 -1.784803 -0.5 -0.4 -0.2
H 3.965243 -2.592852 -1.038633 0.2 -0.1 0.3
H 2.770763 1.471308 -2.471633 -0.7 0.2 0.6
H 3.603073 1.166748 -3.665793 0.0 0.1 -1.1
C 0.346443 -4.059062 -4.141063 0.2 2.6 -1.9
O 0.938883 -3.716972 -5.165773 0.2 -0.3 1.0
N -0.165627 -3.191562 -3.238863 -0.2 2.1 0.5
N -0.017617 -5.273492 -3.848013 -0.4 -3.9 0.4
H 0.174863 -2.241322 -3.273553 -0.1 -0.2 -0.1
H -0.610767 -3.488722 -2.382323 0.5 -0.1 0.2
H 0.295933 -6.028892 -4.440593 -0.3 0.1 0.1
H -0.725977 -5.420832 -3.143293 0.3 -0.3 -0.3
C -0.835987 -4.228492 0.428207 1.9 1.4 -0.5
O -1.016067 -3.693552 -0.650843 -1.6 1.3 -1.4
N -0.603677 -5.499792 0.472467 -0.4 -4.2 -0.9
N -0.541457 -3.562892 1.513607 -0.2 1.1 2.1
H -0.437227 -6.110832 1.259257 -0.1 0.4 -0.1
H -0.807557 -5.889632 -0.436683 0.2 -0.7 0.4
H -0.270067 -4.128772 2.304957 0.1 1.0 0.3
H -0.481467 -2.557222 1.442037 0.0 -0.4 0.6
C -3.768147 -1.186652 -2.325673 -0.5 2.5 -2.7
O -3.426807 -0.441432 -3.268413 0.6 0.6 -0.2
N -4.887067 -1.000892 -1.672323 -2.1 0.5 2.0
N -3.144097 -2.264082 -2.027963 2.4 -2.5 0.4
H -5.373907 -0.118302 -1.736543 0.2 -0.3 0.0
H -4.927717 -1.562302 -0.833713 -0.9 0.4 0.0
H -2.352997 -2.412362 -2.638093 0.3 -0.7 0.5
H -3.317537 -2.769562 -1.170933 0.5 -0.2 -0.5
C 3.123553 3.300248 2.231207 1.7 1.7 0.5
O 3.822813 4.289028 2.109347 0.7 0.4 0.2
N 2.135113 3.053828 1.423557 -2.9 -0.8 -2.7
N 3.233293 2.374898 3.176487 0.8 -0.9 1.7
H 1.531703 2.270008 1.627587 -0.3 0.3 -0.6
H 1.988883 3.685098 0.648817 -0.2 -0.3 0.3
H 2.729943 1.507178 3.059007 0.5 0.0 0.6
H 4.015783 2.508048 3.801057 -0.3 -0.6 0.0
C 1.239603 -1.018972 3.892437 -0.2 0.0 2.1
O 1.566403 -1.517892 4.950437 0.0 0.1 0.4
N 0.353483 -0.029892 3.716617 -1.3 1.8 -0.3
N 1.756203 -1.410162 2.739417 1.3 -1.5 -2.1
H -0.120357 0.471738 4.454147 0.3 -0.7 0.1
H -0.041087 0.059268 2.791167 -0.1 0.4 0.1
H 1.502113 -1.002852 1.850797 0.2 -0.3 0.2
H 2.260793 -2.282082 2.811847 0.1 0.3 -0.5
C -3.311847 -0.360122 2.892677 -1.6 -0.2 2.7
O -4.262317 -0.788572 3.504907 -1.3 -0.2 0.6
N -2.632747 0.715448 3.150087 1.8 5.2 2.0
N -2.726667 -0.978292 1.939437 1.3 -3.9 -4.5
H -2.813587 1.338928 3.923827 -0.6 -0.5 -0.1
H -1.854797 1.012858 2.578737 -0.2 -0.3 -0.2
H -2.046687 -0.497142 1.368277 0.1 -0.3 -0.3
H -3.166857 -1.856032 1.702987 0.4 0.1 -0.4
C -3.726797 2.053968 -0.980583 2.5 0.0 0.5
O -2.871467 2.388918 -1.799763 2.6 0.5 -0.8
N -4.936497 2.189008 -1.295823 -6.2 0.3 -1.3
N -3.514017 1.606178 0.237387 1.3 -0.8 1.1
H -5.194157 2.766258 -2.083543 -0.2 -0.4 0.2
H -5.607057 1.753858 -0.678493 -0.5 0.7 -0.4
H -4.254417 1.285278 0.844777 0.3 0.1 -0.1
H -2.567317 1.283868 0.378717 0.5 -0.2 0.7
C -1.293287 4.335358 2.245177 -0.5 -0.8 -0.3
O -1.427507 4.557878 1.050347 0.4 0.8 -1.9
N -1.653277 5.095538 3.232807 -1.6 3.5 1.9
N -0.841037 3.203398 2.695067 1.5 -3.6 0.1
H -1.851997 4.669048 4.126527 0.1 0.5 -0.2
H -2.038147 6.006748 3.028667 -0.1 -0.2 0.2
H -0.592547 2.538868 1.976207 0.1 -0.6 0.1
H -0.875757 2.899658 3.657687 0.3 0.4 -0.3

---

Entry 2:
81
Properties=species:S:1:pos:R:3:forces:R:3 method="wB97M-V/def2-TZVPD" e_lumo_ev=-3.225 charge=+1 multiplicity=1 e_above_lowest_ev=4.329
Mg 8.942781 3.200531 -27.732517 0.4 0.4 -0.6
B 8.015689 3.250892 -25.934512 -0.7 0.3 1.5
H 7.308062 3.853423 -26.482656 -2.9 2.2 -2.0
H 8.965969 3.750113 -26.043958 3.4 2.0 0.6
H 7.728053 3.176325 -24.897234 -0.5 -0.3 3.3
H 8.064188 2.277799 -26.398173 0.0 -3.5 -1.2
O 11.362256 5.386606 -24.565711 0.9 -0.7 1.7
S 11.574037 4.759117 -23.254483 -2.1 0.2 0.9
O 12.798735 4.084593 -22.875430 -1.0 1.0 -0.8
O 11.290161 5.884423 -22.028367 0.6 -1.2 -1.1
C 10.078868 6.663916 -22.041378 -0.7 0.9 -0.8
C 10.151305 7.908944 -21.166520 0.8 -0.4 0.5
C 10.096459 3.647184 -22.952755 1.3 1.9 -0.1
H 9.193979 6.120748 -21.709662 0.3 -0.6 0.1
H 9.852988 6.984028 -23.058535 0.2 -0.1 -0.3
H 11.049549 8.507907 -21.316576 0.0 -0.1 -0.3
H 10.174091 7.594686 -20.123046 -0.1 0.2 0.1
H 9.286697 8.549864 -21.339052 -0.1 -0.2 0.0
H 10.185304 2.759350 -23.578820 0.0 0.1 0.3
H 9.271888 4.300782 -23.237369 -0.1 -0.4 -0.2
H 10.081778 3.547652 -21.867413 0.1 -0.6 -0.2
O 12.202725 0.512082 -27.286321 -1.1 1.1 0.6
S 11.856189 1.657075 -26.466758 1.7 1.6 0.8
O 10.755575 2.598395 -26.799269 2.0 -1.9 0.5
O 11.655098 1.197005 -24.915384 -0.6 0.7 -2.1
C 12.550220 0.199479 -24.374301 1.1 -0.1 1.5
C 12.125222 -0.056935 -22.961610 -1.6 -0.5 0.9
C 13.394356 2.693589 -26.349746 -0.4 -0.9 -0.3
H 13.556984 0.596588 -24.244543 0.2 0.2 -1.0
H 12.522975 -0.768223 -24.875228 0.0 0.5 -0.6
H 12.747163 -0.786959 -22.443589 0.2 -0.2 -0.5
H 11.118278 -0.469476 -23.024746 -0.1 -0.2 0.3
H 12.046329 0.763792 -22.248674 0.3 0.5 -0.6
H 13.391246 3.441739 -25.557050 -0.4 -0.3 0.1
H 13.590584 3.175948 -27.307302 -0.5 -0.1 -0.1
H 14.192799 1.962266 -26.224235 0.0 0.0 0.3
O 8.967792 1.308751 -28.197740 -0.2 -2.7 -1.6
S 8.896582 -0.064033 -28.718379 -0.1 -3.0 1.6
O 8.905190 -1.199836 -27.730688 -0.5 3.6 -3.0
O 7.630725 -0.124579 -29.783495 1.5 1.8 1.8
C 7.026088 -1.349432 -30.053473 -1.0 -3.2 0.1
C 5.596298 -1.277145 -30.543077 0.3 0.9 0.3
C 10.193743 -0.360247 -29.878532 0.1 0.5 0.3
H 7.013194 -2.022559 -29.196243 0.2 0.5 0.5
H 7.537283 -1.959370 -30.798282 0.7 0.5 -0.3
H 4.973140 -0.733255 -29.833171 -0.1 0.2 -0.1
H 5.215155 -2.298191 -30.560385 0.1 0.1 -0.3
H 5.597297 -0.805991 -31.525991 -0.5 -0.1 0.0
H 11.139205 -0.277895 -29.342424 -0.1 -0.2 0.0
H 10.133663 0.411012 -30.646427 0.0 -0.2 -0.1
H 10.026418 -1.363557 -30.270280 0.1 0.1 0.0
C 9.327566 6.406064 -27.187928 -0.2 0.9 0.9
O 8.956940 5.301956 -28.002667 0.6 -1.1 -0.9
H 9.658793 7.246599 -27.797746 -0.1 -0.1 0.0
H 8.458179 6.667503 -26.584673 0.0 0.3 -0.1
H 10.116931 6.180238 -26.470989 0.1 -0.6 -0.4
H 8.479124 5.610042 -28.776223 0.0 0.3 0.1
C 7.235877 -0.148312 -25.336788 -1.1 -0.3 0.4
O 6.527554 0.913634 -24.730107 -0.1 -0.2 -0.4
H 6.898819 -1.037315 -24.803723 0.9 -0.2 0.5
H 6.875933 -0.419025 -26.329390 0.1 0.6 -0.6
H 8.302941 0.073705 -25.350004 0.1 -0.6 0.1
H 6.940353 1.707253 -25.078499 -0.3 0.3 0.3
C 5.066577 6.131024 -27.739231 1.5 -0.6 -0.6
O 4.636693 5.913902 -29.078056 -0.9 0.5 -0.4
H 5.537115 5.172385 -27.520825 -0.2 0.0 1.4
H 5.883195 6.852783 -27.721980 0.0 0.4 0.1
H 4.299316 6.483083 -27.049699 -0.2 -0.5 -0.4
H 5.406530 5.959705 -29.649761 -0.1 0.2 0.0
C 5.619613 5.962143 -24.013929 0.8 -1.0 -0.2
O 6.083971 4.590334 -24.030896 -0.4 1.0 0.7
H 5.683358 6.399873 -23.017718 -0.3 -0.4 0.2
H 6.332378 6.549872 -24.592413 -0.4 0.3 -0.4
H 4.598043 5.972996 -24.393883 0.1 0.5 0.0
H 6.633309 4.468615 -24.808724 -0.1 -0.1 0.0
C 6.044900 2.522302 -28.743152 -0.6 0.1 0.7
O 7.307262 3.204948 -28.968373 -0.3 0.1 -0.8
H 6.093412 2.048929 -27.762503 0.2 -0.1 -0.2
H 5.254860 3.271449 -28.690957 0.0 0.0 -0.1
H 5.792016 1.792046 -29.511832 0.5 0.1 -0.1
H 7.150918 3.823435 -29.685755 0.0 0.0 -0.1

---

Entry 3:
41
Properties=species:S:1:pos:R:3:forces:R:3 method="wB97M-V/def2-TZVPD" e_lumo_ev=-1.180 charge=0 multiplicity=1 e_above_lowest_ev=0.341
Rh -0.202392 -0.186107 0.130981 0.2 1.0 0.6
Cl -3.270607 1.116423 6.417071 0.0 0.0 0.0
C -2.737082 0.481218 4.911596 0.0 0.0 0.0
C -1.970725 1.261088 4.055668 0.0 0.0 0.0
Cl -1.546533 2.870270 4.476191 0.0 0.0 0.0
C -1.544695 0.730910 2.845178 -0.1 0.0 0.1
Cl -0.611979 1.717786 1.753391 0.4 -0.2 -0.3
C -1.861115 -0.561200 2.438675 0.1 0.0 -0.1
O -1.469114 -1.095563 1.300905 -0.3 0.1 -0.2
C -2.637703 -1.335003 3.316711 0.0 0.0 0.1
Cl -3.025438 -2.937959 2.831731 0.0 0.0 0.0
C -3.067707 -0.822432 4.531663 0.0 0.0 0.0
Cl -4.011279 -1.800812 5.579797 0.0 0.0 0.0
F 3.175483 -2.883722 0.728880 0.0 0.0 0.0
C 3.545927 -2.106841 1.748324 0.0 0.0 0.0
F 4.862013 -1.979371 1.742445 0.0 0.0 0.0
F 3.154654 -2.670351 2.882921 0.0 0.0 0.0
S 2.747252 -0.452463 1.603317 0.1 0.2 0.0
O 1.322614 -0.793919 1.503577 -0.2 -0.4 -0.2
O 3.137881 0.263874 2.764238 0.0 0.0 0.0
N 3.380684 0.139460 0.302405 -0.2 -0.1 0.0
S 2.796760 0.437547 -1.112706 0.2 0.1 0.1
O 1.330908 0.506410 -1.167404 -0.2 0.0 0.1
O 3.487503 1.496403 -1.752992 0.0 0.0 0.0
C 3.204672 -1.055075 -2.119760 -0.1 0.0 0.0
F 4.476578 -1.382128 -1.952425 0.0 0.0 0.0
F 2.973179 -0.796070 -3.398710 0.0 0.0 0.0
F 2.437542 -2.087521 -1.749420 0.0 0.0 0.0
O -2.179179 0.644690 -3.168692 0.0 0.0 0.0
C -1.628829 0.159943 -2.217184 0.0 0.1 0.1
O -1.401776 0.768317 -1.073835 -0.2 -0.4 0.0
C -1.188043 -1.283874 -2.209786 0.0 0.0 0.0
C -1.515853 -2.187317 -3.195284 0.0 -0.1 0.0
C -1.186786 -3.521454 -3.002487 0.0 0.0 0.0
C -0.562406 -3.909158 -1.826302 0.0 0.0 0.0
C -0.245445 -2.948661 -0.884093 0.1 0.0 0.0
N -0.536749 -1.669735 -1.107785 0.3 -0.2 0.0
H -2.037450 -1.824855 -4.069799 0.0 0.0 0.0
H -1.433036 -4.257866 -3.755489 0.0 0.0 0.0
H -0.314059 -4.942468 -1.633275 0.0 0.0 0.0
H 0.243932 -3.176115 0.052863 0.0 0.0 0.0

---

Entry 4:
91
Properties=species:S:1:pos:R:3:forces:R:3 method="wB97M-V/def2-TZVPD" smiles="NC(N)=O.NC(N)=O.NC(N)=O.NC(N)=O.NC(N)=O.NC(N)=O.NC(N)=O.NC(N)=O.CCO.CCO.CCO" e_lumo_ev=-0.308 charge=0 multiplicity=1 e_above_lowest_ev=5.693
N -0.273173 0.185442 1.378669 -3.4 1.1 2.8
C 0.706695 0.159497 0.573986 2.8 -0.4 -2.2
N 1.112229 -1.012512 0.176057 0.7 -3.8 -0.4
O 1.243584 1.156655 0.142364 0.8 3.0 -1.1
H -0.627672 1.130637 1.410819 -0.6 -0.4 0.8
H -0.679570 -0.647264 1.780586 -0.5 0.5 0.0
H 0.749120 -1.838429 0.630049 0.0 -0.1 -0.2
H 1.827339 -1.135106 -0.526569 0.1 0.3 0.1
N -0.438798 -4.006496 1.557110 2.6 1.0 2.3
C -1.110475 -4.628582 0.614058 0.8 0.2 0.0
N -2.247156 -4.007989 0.531130 -5.2 0.8 -1.8
O -0.764498 -5.517183 -0.091312 1.3 -2.7 -1.7
H 0.442698 -4.344803 1.915720 -0.4 0.2 0.1
H -1.056366 -3.346823 2.008281 1.4 0.1 1.0
H -2.430550 -3.162055 1.051586 -0.1 -0.1 -0.5
H -2.887914 -4.352646 -0.169403 0.0 0.3 0.1
N -1.598201 5.989907 -0.207970 -2.6 0.7 -2.2
C -0.718104 5.507506 0.644379 1.8 3.1 0.7
N -0.536208 4.235593 0.541560 -0.2 -4.7 0.0
O -0.084422 6.262862 1.340592 1.2 1.0 2.0
H -1.664893 6.991240 -0.321895 0.2 -0.4 0.1
H -1.841103 5.369249 -0.966836 -0.4 0.5 -0.2
H -1.231067 3.801299 -0.048907 0.3 -0.7 -0.2
H 0.186823 3.677615 0.972840 0.0 0.6 -0.1
N 0.454740 -1.092439 4.384337 -4.5 -3.8 0.8
C 1.631263 -0.570774 4.244743 0.9 -1.0 0.4
N 1.499763 0.665536 3.927633 1.6 5.4 -1.2
O 2.672819 -1.136956 4.435058 1.9 -1.2 0.3
H 0.371561 -2.079012 4.583962 0.1 0.3 0.0
H -0.400415 -0.589908 4.193872 0.4 -0.2 -0.1
H 0.643329 1.074483 3.582129 0.4 -0.1 0.1
H 2.386798 1.146363 3.881965 -0.4 0.4 -0.3
N 5.834402 3.612855 -0.317529 3.4 1.4 0.2
C 4.530489 3.437361 -0.387530 -2.6 1.9 -1.2
N 4.100504 2.224037 -0.305999 -0.3 -4.8 0.5
O 3.736839 4.336766 -0.585690 -0.2 1.5 0.1
H 6.490572 2.967789 -0.733974 -0.3 -0.1 0.2
H 6.029221 4.579341 -0.536714 0.4 -0.1 0.1
H 3.120770 1.981501 -0.343599 -0.1 0.2 0.2
H 4.759897 1.533226 0.022758 -0.4 -0.2 0.1
N 2.326751 -6.316216 -2.450647 -0.1 -5.4 2.4
C 2.361386 -5.132223 -2.922414 0.3 1.3 -1.0
N 1.978335 -4.238748 -2.060135 -1.2 2.8 2.8
O 2.704496 -4.894653 -4.026434 1.1 1.3 -4.5
H 2.442379 -7.115230 -3.057533 0.1 0.3 0.4
H 2.232024 -6.394233 -1.448128 -0.1 -0.9 -0.4
H 1.759111 -4.615223 -1.148930 -0.3 1.1 0.0
H 2.084054 -3.253038 -2.253248 0.1 -0.4 0.4
N -3.388837 -0.882884 3.869853 2.3 3.2 3.7
C -3.146925 -1.713192 2.918900 -1.1 1.2 -1.6
N -4.280743 -2.246187 2.612988 -3.5 -3.6 -2.1
O -2.177499 -1.712188 2.187876 2.3 -0.8 -0.2
H -4.270183 -0.828541 4.360138 0.6 0.2 -0.1
H -2.731653 -0.122501 3.769649 -0.1 0.7 1.4
H -4.306710 -2.706593 1.714399 -0.7 -0.1 0.3
H -5.057414 -1.695534 2.950124 -0.3 -0.9 -0.8
N -1.182615 1.763188 -2.187353 4.8 -3.8 1.5
C -2.163557 2.551530 -2.251657 -0.6 2.7 -0.1
N -2.856373 2.349026 -3.300125 -4.2 -1.1 -5.1
O -2.334351 3.513486 -1.555553 -0.8 2.6 2.9
H -1.136804 1.001551 -2.849099 0.4 0.3 0.5
H -0.508505 1.902742 -1.448288 0.3 -0.4 -0.1
H -2.654956 1.533519 -3.860910 -0.3 0.2 -0.1
H -3.586870 2.970781 -3.616184 0.3 -0.1 0.5
C -0.650830 -1.293249 -2.774505 0.4 -0.1 -1.0
C -1.289122 -1.424197 -4.188360 1.4 -1.6 1.4
O -2.223734 -0.398673 -4.315117 -0.7 0.2 -0.6
H -0.083933 -0.366802 -2.682714 -0.1 -0.2 0.0
H 0.079278 -2.070942 -2.550373 -0.2 -0.2 -0.2
H -1.417867 -1.312717 -2.000311 -0.1 0.0 -0.1
H -1.704515 -2.427721 -4.280575 -0.8 -0.1 0.4
H -0.622356 -1.485490 -5.048463 0.8 0.8 0.2
H -2.651936 -0.606423 -5.148831 -0.5 0.5 -0.1
C -2.917546 2.315520 2.827280 -0.3 0.6 -0.2
C -1.846220 2.437128 3.859706 0.0 1.7 0.5
O -1.341021 1.195725 4.195066 0.6 -2.1 0.2
H -2.572135 1.979978 1.849420 0.1 -0.2 0.1
H -3.291777 3.327540 2.672804 -0.3 -0.1 -0.1
H -3.708727 1.655517 3.183010 -0.2 0.2 -0.1
H -2.204988 2.880765 4.788455 -0.5 0.3 -0.1
H -1.044691 3.104218 3.542471 0.1 0.1 -0.4
H -1.061005 1.168639 5.112926 0.1 0.1 0.1
C 2.358013 0.663714 -3.377429 -0.8 0.1 -1.2
C 2.835396 -0.777257 -3.332223 0.4 -0.3 -0.2
O 3.018527 -1.020016 -1.963025 0.7 -0.5 1.3
H 1.950704 1.019304 -4.323876 0.0 -0.3 -0.3
H 3.122392 1.404335 -3.142251 0.2 -0.3 0.3
H 1.549929 0.735439 -2.649453 0.2 0.3 0.1
H 3.795317 -1.024062 -3.785811 0.1 0.6 -0.6
H 2.214096 -1.613651 -3.652437 -0.7 0.6 -0.5
H 3.663338 -0.343045 -1.744993 0.1 0.0 0.9